C16H55NO11 | wB97M-V/def2-TZVPD

Geometry as XYZ:
```
83
C16H55NO11 | the Open Molecules 2025 dataset | wB97M-V/def2-TZVPD
C 3.47 -2.76 5.90
C 4.39 -3.85 6.42
O 5.63 -3.28 6.85
H 4.01 -2.26 5.10
H 3.16 -2.13 6.74
H 2.56 -3.29 5.60
H 4.70 -4.50 5.60
H 4.02 -4.41 7.28
H 5.46 -2.58 7.48
C -2.38 2.83 -3.49
C -1.54 3.88 -2.79
O -2.25 5.13 -2.73
H -2.84 3.22 -4.40
H -3.10 2.32 -2.85
H -1.75 1.98 -3.77
H -0.60 4.02 -3.33
H -1.20 3.58 -1.80
H -1.61 5.69 -2.28
C -3.48 -1.91 -2.72
C -3.45 -2.75 -3.97
O -4.73 -2.53 -4.61
H -4.17 -2.30 -1.97
H -3.54 -0.86 -2.98
H -2.47 -1.95 -2.28
H -3.16 -3.80 -3.85
H -2.66 -2.36 -4.63
H -4.67 -2.87 -5.51
C 5.08 -2.51 0.17
C 5.35 -3.40 -1.05
O 4.47 -4.52 -1.05
H 5.13 -3.16 1.05
H 4.12 -2.00 0.13
H 5.83 -1.73 0.25
H 6.40 -3.70 -1.08
H 5.24 -2.86 -2.00
H 4.65 -4.96 -1.88
C -5.20 1.08 0.07
C -5.52 -0.40 0.20
O -4.37 -1.07 0.69
H -4.45 1.26 -0.70
H -4.78 1.44 1.01
H -6.09 1.64 -0.23
H -5.91 -0.66 -0.79
H -6.38 -0.53 0.86
H -4.06 -0.62 1.48
C -1.44 5.66 0.25
C -0.06 6.26 -0.03
O 0.21 6.42 -1.41
H -2.23 6.20 -0.27
H -1.65 5.70 1.32
H -1.42 4.60 0.01
H 0.75 5.83 0.56
H -0.12 7.27 0.40
H -0.22 7.19 -1.79
C -1.01 1.15 -0.05
C 0.30 0.36 0.12
C 0.68 0.20 1.59
O 1.83 -0.61 1.65
C 2.25 -0.90 2.97
N 0.02 -0.96 -0.52
H -1.25 1.30 -1.10
H -0.72 2.12 0.37
H -1.79 0.48 0.31
H 1.21 0.81 -0.30
H -0.16 -0.32 2.07
H 0.78 1.22 1.98
H 1.71 -1.82 3.23
H 1.91 -0.14 3.68
H 3.32 -1.12 3.02
H 0.84 -1.53 -0.32
H 0.11 -0.77 -1.52
O 1.98 3.55 0.33
H 2.58 2.96 0.81
H 2.42 4.41 0.35
O 1.93 -3.70 -0.75
H 2.42 -4.52 -0.63
H 2.54 -3.02 -0.45
O -0.11 -0.82 -3.36
H 0.43 -0.26 -3.93
H 0.10 -1.72 -3.62
O -1.83 -2.73 0.41
H -1.08 -2.24 0.00
H -2.54 -2.08 0.46
```

Values from the calculation:
SMILES: COC[C@H](C)N.CCO.CCO.CCO.CCO.CCO.CCO.O.O.O.O
Kohn-Sham gap: 9.31 eV
E_tot: -41493.2049 eV
highest occupied orbital energy: -9.05 eV
M: 437.6 g/mol
ΔE to the lowest compared entry with this formula, charge and spin: 1.3991 eV
net charge: 0

C20H32Br6Cl3NO9Zr | wB97M-V/def2-TZVPD

Geometry as XYZ:
```
72
C20H32Br6Cl3NO9Zr | the Open Molecules 2025 dataset | wB97M-V/def2-TZVPD
Zr -0.54 1.94 0.77
C 3.68 -0.89 0.40
C 2.41 -1.54 -0.09
C 2.66 -3.08 -0.27
C 2.66 -3.89 1.06
C 1.35 -3.67 1.78
C 1.02 -2.11 2.03
N 1.23 -1.27 0.87
O 0.83 0.12 1.12
C 1.91 -1.78 3.32
C -0.49 -2.05 2.55
C 2.18 -1.07 -1.53
H 4.50 -0.97 -0.32
H 4.10 -1.40 1.27
H 3.65 0.19 0.52
H 3.64 -3.25 -0.70
H 1.99 -3.68 -0.89
H 3.53 -3.69 1.68
H 2.62 -4.95 0.83
H 1.47 -4.24 2.70
H 0.55 -4.21 1.27
H 2.97 -1.78 3.06
H 1.64 -2.43 4.15
H 1.73 -0.72 3.47
H -0.88 -3.06 2.52
H -1.23 -1.43 2.04
H -0.53 -1.55 3.52
H 1.82 -0.04 -1.60
H 1.44 -1.76 -1.92
H 3.02 -1.11 -2.22
C -2.04 -0.18 -2.57
C -1.44 0.62 -1.43
O -1.87 0.53 -0.28
O -0.42 1.35 -1.42
H -3.12 -0.07 -2.65
H -1.74 -1.22 -2.44
H -1.68 0.05 -3.57
C 0.68 1.87 -5.96
Br 1.41 2.02 -4.11
Br -0.34 3.60 -6.37
Br -0.59 0.37 -6.08
H 1.57 1.80 -6.59
C -2.05 -3.78 -3.97
Br -1.98 -5.63 -3.43
Br -3.44 -3.28 -5.27
Br -0.17 -3.14 -4.29
H -2.24 -3.27 -3.02
C -6.11 2.62 -0.94
Cl -7.70 2.75 -1.87
Cl -4.77 2.19 -2.08
Cl -6.14 1.37 0.39
H -6.05 3.61 -0.48
C 3.97 4.88 -0.21
C 3.17 5.45 -1.41
O 1.98 4.80 -1.41
C 2.10 3.70 -0.61
O 1.12 3.12 -0.15
O 3.34 3.62 -0.10
H 3.96 5.56 0.65
H 5.02 4.72 -0.46
H 3.75 5.13 -2.27
H 3.24 6.53 -1.53
C -3.91 -0.12 4.85
C -4.07 1.41 5.01
O -3.13 1.95 4.16
C -2.68 1.05 3.33
O -1.99 1.26 2.37
O -3.14 -0.24 3.60
H -4.95 -0.43 4.79
H -3.50 -0.55 5.76
H -3.91 1.78 6.02
H -5.08 1.60 4.65
```

Values from the calculation:
Kohn-Sham gap: 5.35 eV
E_tot: -500260.5322 eV
highest occupied orbital energy: -13.01 eV
M: 1107.5 g/mol
net charge: +2

C49H33F3N3O8P2SV | wB97M-V/def2-TZVPD

Geometry as XYZ:
```
100
C49H33F3N3O8P2SV | the Open Molecules 2025 dataset | wB97M-V/def2-TZVPD
V 0.31 0.03 -0.63
O -1.22 -1.96 1.38
C -2.34 -2.58 0.86
C -3.34 -3.17 1.63
C -4.38 -3.84 1.01
C -4.44 -3.92 -0.38
C -3.47 -3.28 -1.13
C -2.43 -2.57 -0.53
P -1.24 -1.64 -1.58
C -2.47 -0.95 -2.77
C -3.55 -0.25 -2.23
C -4.50 0.36 -3.04
C -4.38 0.26 -4.43
C -3.33 -0.46 -4.97
C -2.38 -1.06 -4.15
C -0.37 -3.00 -2.44
C -0.29 -4.26 -1.83
C 0.45 -5.28 -2.42
C 1.12 -5.05 -3.62
C 1.07 -3.80 -4.20
C 0.34 -2.78 -3.61
C -1.01 -1.76 2.73
C -1.15 -2.80 3.64
C -0.96 -2.53 4.99
C -0.62 -1.25 5.41
C -0.39 -0.27 4.47
C -0.56 -0.50 3.10
P 0.21 0.61 1.83
C 1.91 0.47 2.52
C 2.45 1.42 3.39
C 3.72 1.22 3.92
C 4.45 0.08 3.60
C 3.91 -0.86 2.73
C 2.64 -0.67 2.19
C -0.41 2.28 2.24
C -1.49 2.48 3.10
C -2.01 3.75 3.28
C -1.47 4.83 2.60
C -0.41 4.63 1.73
C 0.12 3.36 1.54
H -3.33 -3.10 2.71
H -5.14 -4.31 1.62
H -5.24 -4.47 -0.86
H -3.54 -3.29 -2.21
H -3.68 -0.20 -1.16
H -5.33 0.89 -2.60
H -5.11 0.74 -5.07
H -3.24 -0.55 -6.05
H -1.59 -1.62 -4.61
H -0.81 -4.46 -0.90
H 0.50 -6.25 -1.94
H 1.69 -5.84 -4.08
H 1.63 -3.59 -5.10
H 0.39 -1.79 -4.04
H -1.37 -3.80 3.31
H -1.07 -3.34 5.71
H -0.49 -1.04 6.47
H -0.03 0.70 4.80
H 1.90 2.32 3.62
H 4.15 1.96 4.58
H 5.44 -0.06 4.01
H 4.47 -1.75 2.47
H 2.24 -1.40 1.50
H -1.95 1.64 3.62
H -2.85 3.90 3.96
H -1.88 5.83 2.74
H 0.01 5.46 1.17
H 0.94 3.21 0.86
F -1.79 5.31 -3.16
C -1.36 4.04 -3.36
F -0.05 4.10 -3.61
F -1.97 3.60 -4.48
C -1.71 3.19 -2.17
C -2.78 3.54 -1.39
C -3.17 2.76 -0.31
C -2.42 1.66 -0.01
N -1.35 1.31 -0.74
C -1.02 2.00 -1.85
S 0.24 1.20 -2.73
H -3.32 4.45 -1.63
H -4.03 3.02 0.30
H -2.65 1.03 0.84
O 2.78 -1.01 -3.02
C 2.66 -0.70 -1.87
O 1.63 -1.12 -1.08
C 3.64 0.17 -1.17
C 4.98 -0.08 -1.37
C 5.92 0.70 -0.72
C 5.53 1.75 0.07
C 4.19 2.04 0.21
C 3.16 1.25 -0.36
O 1.89 1.45 -0.17
N 3.91 3.28 0.98
O 4.69 3.61 1.86
O 2.91 3.92 0.69
N 7.35 0.40 -0.88
O 8.15 1.14 -0.33
O 7.66 -0.57 -1.54
H 5.29 -0.87 -2.03
H 6.26 2.37 0.56
```

Values from the calculation:
Kohn-Sham gap (alpha / beta): 7.88 / 8.04 eV
E_tot: -135450.6720 eV
2S+1: 3
highest occupied orbital energy (alpha / beta): -8.30 / -8.31 eV
M: 993.8 g/mol
net charge: 0

C5H6N2 | wB97M-V/def2-TZVPD

Geometry as XYZ:
```
13
C5H6N2 | the Open Molecules 2025 dataset | wB97M-V/def2-TZVPD
N 2.46 -0.50 0.23
C 1.57 -0.74 1.08
C 1.27 0.44 0.30
C 0.24 0.41 -0.81
C -1.17 0.52 -0.26
C -2.08 -0.60 -0.24
N -1.55 -0.42 0.88
H 1.48 1.42 0.73
H 0.37 -0.53 -1.36
H 0.43 1.23 -1.52
H -1.57 1.53 -0.17
H 1.33 -1.46 1.85
H -2.77 -1.30 -0.71
```

Values from the calculation:
SMILES: C1=N[C@H]1C[C@H]1C=N1
Kohn-Sham gap: 10.94 eV
E_tot: -8258.2165 eV
highest occupied orbital energy: -9.82 eV
M: 94.1 g/mol
ΔE to the lowest compared entry with this formula, charge and spin: 4.1419 eV
net charge: 0

H4O2 | wB97M-V/def2-TZVPD

Geometry as XYZ:
```
6
H4O2 | the Open Molecules 2025 dataset | wB97M-V/def2-TZVPD
O -13.77 -16.55 -11.53
H -12.97 -16.27 -11.08
H -13.98 -15.84 -12.13
O -14.32 -18.53 -10.77
H -13.85 -17.83 -11.23
H -15.22 -18.46 -11.08
```

Values from the calculation:
SMILES: O.O
Kohn-Sham gap: 10.43 eV
E_tot: -4158.8193 eV
highest occupied orbital energy: -9.97 eV
M: 36.0 g/mol
ΔE to the lowest compared entry with this formula, charge and spin: 1.1196 eV
net charge: 0

C70H74As2BrN3O2PRbS | wB97M-V/def2-TZVPD

Geometry as XYZ:
```
155
C70H74As2BrN3O2PRbS | the Open Molecules 2025 dataset | wB97M-V/def2-TZVPD
Rb -0.30 -0.50 -0.46
C 1.68 2.16 2.05
C 0.23 1.71 2.01
As 0.00 0.19 3.25
C -1.94 0.14 3.46
C -2.47 -0.87 4.26
C -3.84 -0.95 4.48
C -4.69 -0.04 3.89
C -4.18 0.96 3.08
C -2.81 1.06 2.88
C 0.36 1.26 4.85
C -0.57 2.13 5.43
C -0.22 2.90 6.52
C 1.06 2.83 7.06
C 1.99 1.97 6.50
C 1.63 1.19 5.41
As 2.14 3.78 1.02
C 0.39 4.22 0.23
C 0.18 3.88 -1.10
C -1.04 4.17 -1.71
C -2.04 4.81 -1.00
C -1.84 5.15 0.33
C -0.63 4.85 0.94
C 2.02 5.12 2.46
C 1.55 4.88 3.75
C 1.50 5.89 4.70
C 1.91 7.17 4.37
C 2.38 7.43 3.09
C 2.44 6.41 2.15
H 2.31 1.39 1.62
H 2.03 2.34 3.07
H -0.01 1.41 0.98
H -0.46 2.51 2.30
H -1.82 -1.62 4.69
H -4.23 -1.75 5.10
H -5.76 -0.13 4.03
H -4.84 1.66 2.58
H -2.43 1.84 2.24
H -1.57 2.19 5.02
H -0.96 3.58 6.95
H 1.32 3.45 7.91
H 2.99 1.91 6.91
H 2.37 0.51 4.98
H 0.92 3.33 -1.65
H -1.20 3.85 -2.73
H -3.00 5.01 -1.47
H -2.62 5.62 0.91
H -0.48 5.12 1.98
H 1.20 3.89 4.04
H 1.12 5.67 5.69
H 1.87 7.97 5.11
H 2.71 8.43 2.82
H 2.82 6.63 1.16
C 4.56 0.41 -5.79
C 3.54 -0.53 -5.15
N 2.25 0.11 -4.93
C 1.31 0.01 -6.04
C 0.50 -1.27 -6.00
C 1.93 0.68 -3.73
S 0.33 1.22 -3.48
N 3.01 0.77 -2.92
C 2.93 1.03 -1.61
O 1.97 1.28 -0.87
C 4.30 0.99 -0.96
C 5.40 1.61 -1.53
C 6.62 1.61 -0.88
C 6.76 0.95 0.34
C 5.67 0.30 0.89
C 4.44 0.33 0.25
H 5.53 -0.08 -5.86
H 4.66 1.30 -5.17
H 4.25 0.71 -6.79
H 3.92 -0.88 -4.19
H 3.36 -1.40 -5.78
H 1.90 0.07 -6.96
H 0.65 0.88 -6.01
H 1.14 -2.16 -6.06
H -0.21 -1.31 -6.83
H -0.06 -1.32 -5.07
H 5.29 2.10 -2.49
H 7.47 2.12 -1.32
H 7.72 0.94 0.85
H 5.78 -0.24 1.83
H 3.59 -0.20 0.66
C -8.48 0.56 -1.58
C -8.19 0.07 -0.15
C -8.48 1.22 0.83
C -9.16 -1.07 0.16
C -6.73 -0.35 -0.03
C -5.72 0.57 -0.28
C -4.40 0.21 -0.16
Br -3.07 1.53 -0.53
C -3.95 -1.07 0.25
O -2.72 -1.34 0.43
C -5.01 -2.03 0.46
C -6.33 -1.64 0.33
C -4.65 -3.48 0.82
C -3.75 -4.10 -0.26
C -5.89 -4.36 0.94
C -3.91 -3.52 2.17
H -9.53 0.83 -1.70
H -8.23 -0.22 -2.30
H -7.87 1.43 -1.83
H -9.52 1.56 0.74
H -7.83 2.07 0.64
H -8.31 0.90 1.86
H -10.19 -0.71 0.09
H -9.01 -1.46 1.17
H -9.04 -1.90 -0.54
H -5.96 1.58 -0.59
H -7.10 -2.39 0.50
H -4.19 -3.98 -1.25
H -3.62 -5.17 -0.06
H -2.77 -3.63 -0.26
H -6.44 -4.42 0.00
H -6.57 -4.00 1.71
H -5.58 -5.37 1.21
H -3.07 -2.85 2.17
H -3.55 -4.54 2.35
H -4.59 -3.25 2.99
N 1.26 -2.60 -0.65
P 0.80 -3.76 -1.52
C -0.04 -5.16 -0.65
C -0.62 -6.26 -1.28
C -1.27 -7.24 -0.54
C -1.36 -7.12 0.84
C -0.80 -6.02 1.48
C -0.14 -5.05 0.73
C -0.46 -3.49 -2.87
C -0.46 -4.17 -4.09
C -1.47 -3.97 -5.02
C -2.51 -3.08 -4.74
C -2.52 -2.40 -3.53
C -1.51 -2.61 -2.61
C 2.14 -4.62 -2.48
C 2.63 -5.89 -2.19
C 3.74 -6.39 -2.85
C 4.38 -5.63 -3.82
C 3.90 -4.35 -4.11
C 2.79 -3.86 -3.44
H -0.58 -6.35 -2.36
H -1.73 -8.08 -1.04
H -1.89 -7.87 1.42
H -0.88 -5.91 2.55
H 0.30 -4.17 1.20
H 0.35 -4.85 -4.33
H -1.45 -4.50 -5.96
H -3.29 -2.92 -5.47
H -3.32 -1.71 -3.29
H -1.56 -2.12 -1.64
H 2.15 -6.49 -1.43
H 4.12 -7.38 -2.60
H 5.25 -6.02 -4.34
H 4.39 -3.74 -4.86
H 2.44 -2.85 -3.65
```

Values from the calculation:
Kohn-Sham gap: 5.81 eV
E_tot: -294859.0034 eV
highest occupied orbital energy: -2.22 eV
M: 1367.6 g/mol
ΔE to the lowest compared entry with this formula, charge and spin: 0.3445 eV
net charge: -2

C4H14N2O | wB97M-V/def2-TZVPD

Geometry as XYZ:
```
21
C4H14N2O | the Open Molecules 2025 dataset | wB97M-V/def2-TZVPD
C 1.38 -0.15 -1.13
C 0.56 0.57 -0.09
C -0.36 -0.37 0.73
C -1.19 -1.30 -0.22
N -0.74 -2.63 -0.36
N 1.35 1.54 0.73
H 0.86 -0.77 -1.85
H 1.77 -1.08 -0.57
H 2.30 0.38 -1.51
H -0.28 1.05 -0.62
H 0.21 -0.86 1.56
H -1.17 0.28 1.14
H -1.36 -0.68 -1.19
H -2.29 -1.34 0.01
H -0.18 -3.06 0.30
H -1.43 -3.20 -0.74
H 2.14 1.05 1.00
H 1.64 2.37 0.19
H -1.59 2.80 0.23
H -0.32 2.72 1.19
O -1.31 2.66 1.18
```

Values from the calculation:
SMILES: C[C@H](N)CCN.O
Kohn-Sham gap: 9.53 eV
E_tot: -9401.3300 eV
highest occupied orbital energy: -8.63 eV
M: 106.2 g/mol
ΔE to the lowest compared entry with this formula, charge and spin: 2.2769 eV
net charge: 0